No. 1
ORCA calculation (ωB97M-V/def2-TZVPD) on a molecular structure, C24H39MnN5O3P2.

The geometry in ORCA input format:
```
! RIJCOSX wB97M-V def2-TZVPD def2/J DEFGRID3
* xyz 1 5
C -2.874 0.580 -3.060
C -4.534 -2.027 -5.114
H 2.128 5.044 1.338
H 3.506 0.707 0.373
O 2.371 0.368 -2.597
H -2.010 1.697 -0.895
H 0.285 3.385 -2.611
N 0.810 -0.962 -1.597
H 1.924 4.361 2.944
H -2.871 0.567 0.166
H 0.253 5.825 0.104
H 3.298 -2.331 1.749
C 1.835 -3.074 -2.966
H -0.403 -1.753 4.190
Mn -0.286 0.042 0.084
H 2.982 -2.120 0.014
H -3.158 0.624 2.836
C 0.361 -2.209 -1.319
C 3.486 -1.593 -4.031
C 0.815 5.436 -0.740
C 0.525 3.250 0.369
H -3.449 -2.077 1.487
O -0.450 -2.301 -0.358
C -3.621 -2.085 -2.839
C 0.852 -3.321 -2.074
H 1.802 5.900 -0.768
H 3.926 0.174 2.020
C -0.286 3.083 2.621
P 1.703 -0.548 1.337
C 2.525 -2.145 1.004
H 0.288 5.715 -1.653
N -5.100 -2.525 -5.982
H -2.834 -1.979 -0.857
N 0.908 3.986 -0.685
H 1.990 3.847 -2.463
N 0.409 3.844 1.593
H 0.907 5.718 2.432
C 1.392 4.801 2.097
C -3.040 -1.438 -1.769
C 1.166 3.337 -1.965
H 3.260 -0.771 -4.705
H -3.896 -3.129 -2.769
H 4.364 -1.315 -3.449
H 2.268 -3.858 -3.573
H 0.456 -4.311 -1.911
H 1.795 -2.953 1.020
C -3.469 -0.055 -4.133
P -1.420 -0.925 2.134
H 3.695 -2.495 -4.599
H 0.283 2.201 2.934
C -2.166 0.643 -0.664
H -3.642 0.474 -5.060
H -1.256 2.756 2.249
C 1.853 -0.729 -2.436
C -2.499 -2.380 1.927
C -2.677 -0.087 -1.847
C -2.378 0.060 3.349
N 2.351 -1.833 -3.147
H 0.149 -2.622 2.756
H -2.580 1.618 -3.153
H 1.444 2.300 -1.830
H 1.009 0.226 3.528
C 3.135 0.585 1.393
O 0.217 2.038 0.253
H -2.678 -2.839 2.899
C -3.861 -1.389 -4.025
C 1.210 -0.763 3.105
H 2.030 -1.207 3.672
H -0.436 3.731 3.481
C -0.050 -1.629 3.165
H -2.006 -3.084 1.258
H 2.841 1.564 1.771
H -1.731 0.764 3.872
H -2.846 -0.606 4.074
*
```

Output
**Orbital gap (spin up / spin down)**: 6.837 / 8.560 eV
**ΔE to the lowest compared entry with this formula, charge and spin**: 7.5 kcal/mol
**HOMO level (spin up / spin down)**: -10.69 / -10.81 eV

No. 2
ORCA calculation (ωB97M-V/def2-TZVPD) on a molecular structure, C24H39N11NaOSSbSi3.

The geometry in ORCA input format:
```
! RIJCOSX wB97M-V def2-TZVPD def2/J DEFGRID3
* xyz -2 1
H -0.112 -0.311 -3.141
N 0.821 3.624 3.922
H -3.771 -1.928 -0.180
N -2.401 -0.432 1.565
O 11.112 0.498 -3.249
H 0.722 -4.121 2.696
Si -2.359 -3.952 0.096
N 0.455 -0.551 2.754
C -0.724 -1.116 -3.557
C -3.559 -0.334 2.237
H -3.599 -4.051 2.250
N 0.630 4.440 2.868
H 1.923 -5.585 -1.777
C 3.118 -3.531 0.448
C 6.560 -0.520 -3.540
S 9.168 -1.166 -2.959
N -2.383 0.303 0.447
C -3.804 -2.948 -0.572
H 7.740 -1.266 -0.457
H 2.322 -2.124 -3.004
H -4.757 -3.400 -0.280
H -0.667 -5.117 -3.364
H 0.640 -6.395 -0.873
H 4.530 0.006 -3.986
C 9.945 0.438 -2.938
H -2.205 -5.138 2.268
H 5.374 -0.832 0.114
H 1.074 1.529 5.161
C 1.602 -5.885 -0.778
H -3.702 -0.857 3.167
C 9.146 1.660 -2.562
C 1.729 -2.912 -3.474
Si 1.458 -4.388 0.358
H 8.262 1.436 -1.974
H -0.686 -1.064 -4.649
H 3.444 -3.192 -0.538
Si -0.053 -2.745 -2.925
C 5.713 -0.741 -0.909
N 0.208 -0.767 4.940
H 1.802 -2.797 -4.561
H 8.833 2.154 -3.484
H -2.099 -4.084 -3.437
C 0.875 2.414 3.382
C -1.043 -4.150 -3.708
H -3.824 1.532 -0.416
H 0.062 -5.611 2.009
C 2.221 0.036 -1.302
C 0.953 -4.980 2.061
H 3.029 -2.642 1.078
C 7.474 -0.866 -2.548
N -0.182 -1.894 4.335
C 0.594 0.029 3.941
H -1.565 -0.927 1.873
C -2.550 -4.150 1.956
H 2.152 -3.882 -3.207
C -4.368 0.511 1.509
H -1.692 -6.316 -0.234
H 3.886 -4.186 0.870
C -3.578 0.877 0.405
C 7.035 -0.985 -1.230
C 3.415 -0.127 -1.564
H 2.332 -6.602 -0.389
N 0.565 3.746 1.777
N -0.063 -1.769 3.048
C -2.465 -5.674 -0.663
H -3.436 -6.138 -0.458
N 1.116 1.290 4.184
H -5.371 0.824 1.744
N 0.734 2.433 2.063
H 6.895 -0.440 -4.568
Na 0.658 0.598 0.616
H -3.772 -2.888 -1.663
H -2.320 -5.644 -1.745
H 1.754 -5.562 2.528
C 4.778 -0.368 -1.892
H -1.757 -0.961 -3.235
H 9.806 2.339 -2.024
H -0.968 -4.122 -4.799
H -1.959 -3.417 2.507
Sb -0.231 -2.640 -0.388
C 5.239 -0.270 -3.215
*
```

Output
**Orbital gap**: 6.282 eV
**ΔE to the lowest compared entry with this formula, charge and spin**: 4.6 kcal/mol
**HOMO level**: -2.52 eV

No. 3
ORCA calculation (ωB97M-V/def2-TZVPD) on a molecular structure, C24H40BBrF4IrO8P2S2.

The geometry in ORCA input format:
```
! RIJCOSX wB97M-V def2-TZVPD def2/J DEFGRID3
* xyz -1 1
H 1.383 -2.103 -5.282
C 0.577 -5.632 -3.360
H -2.480 -2.511 0.233
O -2.166 -3.480 -2.512
C -0.867 -4.165 3.006
C 1.312 4.716 1.969
H 1.246 1.640 -6.141
H 2.897 -3.723 -0.909
H 0.558 -6.708 -3.513
H -3.857 -1.084 -4.164
H 2.049 -0.717 -6.150
C 0.925 1.020 -4.112
H -0.267 -3.850 5.043
H -1.002 -5.513 -1.893
C 0.068 -5.275 -1.968
H 1.050 -4.305 3.960
H -2.500 -5.499 3.480
S 2.065 -1.115 -2.850
H 0.659 -7.089 -0.983
P -0.993 -2.867 -1.596
H 2.985 -3.252 2.804
C 1.333 -0.288 -4.168
F -2.821 1.466 0.982
H 0.295 -0.872 -5.954
O 0.237 -3.864 -1.814
H -2.947 -4.112 2.467
C 2.576 2.364 1.326
H -0.112 -5.532 4.496
C -2.337 -4.438 3.303
H 3.228 5.440 2.594
F -3.074 -0.581 0.047
C 1.257 -1.042 -5.470
H -3.992 -4.197 -4.259
C 3.308 3.422 1.854
H 4.210 -3.018 0.030
H -1.643 -2.245 -4.075
C -3.116 -3.714 -4.682
H -0.044 -5.146 -4.108
C -1.586 -3.116 0.102
H 3.407 -4.489 0.614
O 2.817 0.368 0.060
H 2.183 -1.719 0.292
C -3.549 -1.648 -3.289
H 0.337 2.786 -5.132
F -3.675 1.266 -1.100
O -0.036 -0.968 1.070
H 3.558 -1.663 2.233
P -0.282 -2.402 1.164
C 2.713 -2.346 2.262
H -4.424 -2.098 -2.828
H -2.380 -4.477 -4.925
O 0.988 -3.317 0.835
H -0.540 -4.788 2.160
C 1.216 2.513 1.095
H -3.400 -3.195 -5.592
C 0.842 -6.022 -0.887
H 1.895 -1.847 2.777
C 0.491 1.736 -5.360
O -0.700 -2.792 2.664
H 1.904 -5.830 -0.999
Ir 0.836 0.124 -0.976
H 0.640 1.682 0.682
C 0.567 3.690 1.420
B -2.777 0.759 -0.189
C 2.676 4.609 2.179
H -0.441 1.322 -5.741
F -1.472 0.841 -0.739
H -0.496 3.782 1.254
C 3.263 -3.542 0.097
O 4.165 0.671 1.790
S 0.920 1.961 -2.673
H 1.594 -5.263 -3.464
H 0.537 -5.690 0.100
O -0.617 -1.511 -1.980
H 4.371 3.303 2.010
C -2.546 -2.722 -3.677
H -2.646 -3.880 4.181
Br 0.436 6.326 2.484
C 0.010 -4.489 4.209
H -1.804 -4.161 0.304
C 2.280 -2.660 0.841
C 3.250 1.025 1.053
H -3.094 -0.971 -2.573
*
```

Output
**Orbital gap (spin up / spin down)**: 5.828 / 5.827 eV
**HOMO level (spin up / spin down)**: -4.08 / -4.08 eV

- What is the formula in the second record?
  C24H39N11NaOSSbSi3